# 1
The following is a DFT calculation (wB97M-V/def2-TZVPD) of a 6-piece molecular cluster, C21H50N5O7 overall.

```
83
Properties=species:S:1:pos:R:3:mulliken_charge:R:1
C -2.17 8.13 10.54 0.77
O -3.07 8.74 9.86 -0.55
O -1.00 8.43 10.54 -0.75
O -2.74 7.16 11.26 -0.34
C -6.97 3.66 17.24 -1.49
C -6.88 2.13 17.49 -0.33
C -7.86 1.32 16.66 -0.48
N -7.51 -0.16 16.71 -0.01
C -7.48 -0.66 18.14 -0.93
C -6.21 -0.55 16.03 -0.57
C -6.38 -1.98 15.53 -0.54
C -7.86 -2.34 15.72 -0.83
C -8.54 -1.05 15.98 -0.39
H -7.83 4.04 17.76 0.43
H -7.09 3.93 16.19 0.32
H -6.16 4.15 17.78 0.39
H -7.06 1.95 18.49 0.41
H -5.80 1.94 17.33 0.32
H -7.78 1.53 15.58 0.35
H -8.94 1.38 17.04 0.29
H -8.50 -0.53 18.52 0.36
H -6.82 -0.03 18.70 0.34
H -7.22 -1.74 18.12 0.40
H -5.29 -0.41 16.67 0.29
H -6.13 0.14 15.22 0.42
H -5.76 -2.67 16.12 0.31
H -6.08 -2.00 14.55 0.39
H -7.83 -3.03 16.56 0.34
H -8.18 -2.93 14.86 0.38
H -9.51 -1.00 16.57 0.43
H -8.66 -0.47 15.04 0.40
C -4.50 7.56 15.07 -0.90
C -4.58 6.23 14.36 0.48
O -4.34 5.18 14.91 -0.59
N -4.94 6.37 12.99 -0.16
H -5.56 7.10 12.65 0.34
H -3.69 7.33 11.14 0.33
C -5.15 5.13 12.27 -0.99
H -5.21 8.25 14.61 0.35
H -3.47 7.90 14.88 0.19
H -4.61 7.47 16.15 0.27
H -5.30 5.25 11.18 0.33
H -6.05 4.54 12.53 0.32
H -4.36 4.46 12.46 0.38
C -3.63 8.12 22.58 -1.07
C -3.07 6.93 21.76 0.51
O -2.35 7.22 20.82 -0.69
N -3.12 5.67 22.19 -0.15
H -3.82 5.43 22.86 0.26
H -2.69 9.65 9.42 0.40
C -2.21 4.69 21.73 -0.80
H -2.76 8.39 23.21 0.27
H -4.48 7.99 23.16 0.46
H -3.92 8.92 21.88 0.25
H -1.21 5.16 21.83 0.22
H -2.32 4.29 20.71 0.23
H -2.34 3.87 22.39 0.38
C 1.18 5.07 12.50 -0.99
C 1.06 6.53 13.02 0.56
O 0.99 6.87 14.17 -0.51
N 1.06 7.64 12.05 -0.02
H 0.30 7.78 11.30 0.34
H 1.03 8.48 12.58 0.39
C 2.40 7.45 11.33 -0.86
H 2.23 4.69 12.61 0.34
H 0.93 4.95 11.48 0.40
H 0.50 4.48 13.15 0.31
H 2.37 6.65 10.57 0.35
H 3.07 7.19 12.16 0.40
H 2.61 8.50 10.93 0.37
C -1.94 9.97 18.95 -1.27
C -1.48 8.57 18.58 0.83
O -1.81 7.85 17.71 -0.48
N -0.30 7.96 19.37 -0.04
H -0.85 7.46 20.11 0.41
H 0.24 7.21 18.87 0.43
C 0.70 8.78 20.09 -0.85
H -2.35 10.09 19.94 0.35
H -2.75 10.18 18.24 0.32
H -1.17 10.79 18.77 0.39
H 0.15 9.59 20.49 0.38
H 1.52 9.25 19.54 0.31
H 1.08 8.11 20.85 0.35
```

Values from the calculation:
E_HOMO: -0.5723 Ha
Total charge: +3
Kohn-Sham gap: 9.657 eV

# 2
The following is a DFT calculation (wB97M-V/def2-TZVPD) of C26H45Cl3FeO2P2 as an isolated structure.

```
79
Properties=species:S:1:pos:R:3:mulliken_charge:R:1
Fe -0.41 0.13 0.41 0.10
C -1.98 1.72 0.72 0.33
C -2.45 0.82 -0.30 0.74
C -2.22 -0.39 1.67 0.20
C -1.91 0.98 1.97 1.53
C -2.57 -0.48 0.27 0.46
C -1.84 3.19 0.57 -1.61
H -1.44 3.46 -0.42 0.27
H -1.17 3.63 1.32 0.35
H -2.81 3.71 0.67 0.32
C -1.79 1.52 3.33 -1.53
H -1.53 2.58 3.33 0.48
H -1.01 0.98 3.89 0.09
H -2.73 1.40 3.88 0.33
C -2.42 -1.47 2.65 -1.36
H -3.49 -1.61 2.89 0.36
H -1.88 -1.27 3.58 0.20
H -2.05 -2.44 2.28 0.23
C -3.18 -1.66 -0.38 -1.54
H -4.28 -1.63 -0.32 0.27
H -2.85 -2.60 0.07 0.40
H -2.92 -1.70 -1.45 0.33
C -2.94 1.21 -1.65 -1.24
H -3.93 1.68 -1.61 0.30
H -2.99 0.34 -2.30 0.42
H -2.26 1.90 -2.14 0.14
C 1.51 0.60 -2.72 0.13
C 0.48 1.45 -2.88 0.36
C -0.17 1.67 -4.21 -1.37
C -1.06 0.54 -4.82 -1.29
C -1.18 -0.78 -4.09 -0.37
C -0.14 -1.61 -3.96 -0.36
C 1.22 -1.28 -4.55 -1.04
C 2.08 -0.17 -3.88 -1.30
H 0.60 1.92 -4.95 0.49
H -0.67 0.35 -5.83 0.48
H -0.80 2.58 -4.12 0.41
H 2.35 0.55 -4.67 0.44
H 2.06 0.52 -1.78 0.27
H 0.15 2.12 -2.08 0.36
H 3.03 -0.62 -3.55 0.38
H 1.81 -2.21 -4.54 0.43
H -0.22 -2.58 -3.46 0.48
H 1.10 -1.00 -5.60 0.42
H -2.08 0.94 -4.95 0.30
H -2.17 -1.03 -3.73 0.89
P 1.57 1.91 1.11 0.93
C 1.31 2.77 2.72 -1.08
H 2.19 3.38 2.96 0.60
H 1.20 2.01 3.50 0.02
H 0.42 3.40 2.70 0.30
C 3.29 1.32 1.34 -1.12
H 3.92 2.13 1.72 0.49
H 3.68 0.95 0.38 0.36
H 3.28 0.51 2.08 0.21
C 1.83 3.38 0.02 -1.31
H 2.23 3.05 -0.94 0.35
H 2.51 4.11 0.50 0.50
H 0.87 3.87 -0.18 0.29
P 0.90 -2.28 0.43 1.15
C -0.26 -3.52 -0.28 -1.24
H 0.27 -4.39 -0.70 0.51
H -0.83 -3.04 -1.08 0.06
H -0.96 -3.85 0.49 0.37
C 2.45 -2.48 -0.54 -1.04
H 2.22 -2.49 -1.61 0.23
H 3.01 -3.37 -0.23 0.50
H 3.07 -1.60 -0.34 0.24
C 1.41 -3.23 1.96 -1.32
H 1.70 -4.27 1.73 0.59
H 0.57 -3.22 2.67 0.11
H 2.23 -2.71 2.46 0.37
Cl 0.74 -0.38 6.70 -0.16
C 1.18 -1.53 5.40 0.83
Cl 2.64 -2.45 5.85 -0.13
Cl -0.17 -2.67 5.17 -0.13
C 1.49 -0.63 4.10 -0.38
O 2.57 -0.03 4.16 -0.72
O 0.61 -0.63 3.19 -0.06
```

Values from the calculation:
E_HOMO (spin up / spin down): -0.4140 / -0.4184 Ha
Total charge: +1
ΔE to the lowest compared entry with this formula, charge and spin: 0.000 eV
<S²>: 8.763
Multiplicity: 6
Kohn-Sham gap (spin up / spin down): 8.809 / 6.284 eV

# 3
The following is a DFT calculation (wB97M-V/def2-TZVPD) of a single C19H19BrN4O2 molecule.

```
45
Properties=species:S:1:pos:R:3:mulliken_charge:R:1
O 2.14 -0.37 0.72 -0.78
O -0.21 4.13 0.20 -0.93
Br 3.43 -2.50 -4.15 -0.18
N -3.24 -2.49 0.98 -0.86
C 1.10 -1.12 0.49 1.08
C -2.65 -2.89 -0.13 0.99
C 0.67 -3.07 -3.30 -0.66
C -2.46 -1.01 2.85 -0.75
C 2.03 -1.91 -1.67 -0.22
C -0.34 -3.19 -2.33 -0.50
C -1.47 -0.10 3.14 -0.24
C 1.94 -2.56 -2.91 -0.15
C -2.32 -1.82 1.72 0.70
C 0.99 -1.93 -0.70 0.04
C -0.06 -1.01 1.33 0.41
C -0.26 -2.59 -1.03 0.62
C -1.12 -1.86 1.04 -0.53
C -0.26 -0.05 2.41 -0.58
N -1.32 -2.64 -0.10 0.04
N 0.58 0.94 2.69 -0.20
C -3.27 -3.51 -1.31 -1.62
C 0.39 2.21 1.99 -0.74
C 1.82 4.56 0.59 -0.84
C 1.14 3.86 -1.53 -1.07
C 0.97 2.29 0.55 -0.94
N 0.87 3.68 -0.05 1.08
H 0.50 -3.55 -4.26 0.41
H -3.32 -0.90 3.47 0.41
H 3.10 -1.48 -1.50 0.31
H -1.23 -3.73 -2.67 0.15
H -1.61 0.51 4.01 0.50
H 1.53 0.55 2.61 0.44
H -2.79 -4.43 -1.56 0.54
H -4.24 -3.95 -0.99 0.41
H -3.55 -2.83 -2.11 0.26
H 0.85 3.06 2.50 0.56
H -0.75 2.22 1.83 0.25
H 2.69 4.69 -0.01 0.34
H 2.05 4.00 1.54 0.29
H 1.42 5.57 0.76 0.24
H 1.37 4.82 -1.90 0.41
H 0.24 3.39 -1.95 0.31
H 2.10 3.30 -1.76 0.34
H 2.03 2.18 0.57 0.34
H 0.51 1.54 -0.08 0.34
```

Values from the calculation:
E_HOMO: -0.2920 Ha
ΔE to the lowest compared entry with this formula, charge and spin: 6.872 eV
Kohn-Sham gap: 6.919 eV

# 4
The following is a DFT calculation (wB97M-V/def2-TZVPD) of C11H24BHfNO8P2 as an isolated structure.

```
48
Properties=species:S:1:pos:R:3:mulliken_charge:R:1
C 2.25 1.38 2.53 -0.95
C 1.88 1.02 1.07 0.28
O 0.51 0.69 0.98 0.07
C -0.07 0.52 -0.31 0.53
B -1.66 0.71 -0.12 0.72
O -2.46 0.16 -1.07 -0.52
O -2.11 1.50 0.90 -0.58
C -2.81 0.82 1.97 -0.80
C 0.27 1.62 -1.34 -0.40
C 0.32 3.09 -0.91 -1.42
O -0.26 3.88 -1.89 -0.27
O -1.69 3.73 -1.82 -0.28
C 1.46 1.10 -2.11 -0.03
O 2.13 1.66 -2.90 -0.39
N 1.60 -0.33 -1.79 -0.29
C 0.43 -0.75 -1.14 0.66
P -0.84 -1.06 -2.84 0.75
O -0.07 -1.50 -4.12 -0.46
O -1.93 -2.13 -2.54 -0.36
P 0.52 -2.42 -0.61 0.39
C 2.08 -2.75 0.26 -1.13
C -0.96 -2.83 0.37 -0.07
C -0.66 -3.10 1.85 -1.45
H 3.04 2.15 2.50 0.82
H 1.30 1.84 2.97 -0.41
H 2.51 0.53 3.14 0.49
H 2.54 0.19 0.82 0.09
H 2.16 1.87 0.44 0.06
H -3.34 -0.12 -0.77 0.31
H -3.83 0.57 1.69 0.37
H -2.87 1.51 2.81 0.25
H -2.27 -0.06 2.30 0.29
H -0.58 1.61 -2.04 0.89
H 1.35 3.44 -0.83 0.40
H -0.16 3.22 0.07 0.36
H -1.95 4.02 -0.93 0.32
H 2.48 -0.55 -1.33 0.31
H 0.50 -2.29 -4.05 0.41
H -2.35 -2.53 -3.33 0.42
H 2.91 -2.24 -0.23 0.46
H 2.29 -3.81 0.16 0.46
H 1.97 -2.46 1.30 0.34
H -1.33 -3.75 -0.07 0.62
H -1.73 -2.08 0.20 0.15
H -1.61 -3.10 2.36 0.43
H -0.23 -4.09 1.99 0.43
H -0.05 -2.33 2.31 0.29
Hf 1.33 3.46 4.08 1.45
```

Values from the calculation:
E_HOMO: -0.7516 Ha
Total charge: +4
Kohn-Sham gap: 4.048 eV

# 5
The following is a DFT calculation (wB97M-V/def2-TZVPD) of a 12-piece molecular cluster, C44H117N5O17 overall.

```
183
Properties=species:S:1:pos:R:3:mulliken_charge:R:1
C 13.25 9.27 -27.82 -0.83
O 13.60 8.22 -28.72 -0.33
C 13.22 8.51 -30.07 -0.54
C 13.92 7.61 -30.98 -0.62
N 15.40 7.52 -30.86 -0.24
C 15.98 6.77 -31.98 -0.41
C 17.45 6.54 -31.76 -0.69
O 17.73 5.28 -31.05 -0.32
C 18.96 5.19 -30.44 -0.74
H 12.27 9.73 -27.75 0.32
H 13.83 10.16 -28.08 0.32
H 13.41 9.05 -26.77 0.29
H 13.32 9.51 -30.48 0.37
H 12.18 8.19 -29.98 0.32
H 13.64 7.98 -31.96 0.33
H 13.41 6.66 -30.86 0.32
H 15.67 7.24 -29.93 0.20
H 15.94 7.31 -32.92 0.29
H 15.46 5.82 -32.00 0.33
H 17.71 7.52 -31.37 0.39
H 17.94 6.44 -32.73 0.41
H 19.41 4.23 -30.23 0.25
H 18.75 5.55 -29.43 0.27
H 19.73 5.86 -30.83 0.32
C 6.40 9.03 -15.31 -0.78
O 5.85 10.29 -15.59 -0.33
C 4.78 10.81 -14.68 -0.73
C 4.13 12.01 -15.31 -0.57
N 3.41 11.55 -16.51 -0.43
C 2.71 12.58 -17.28 -0.59
C 2.82 12.29 -18.76 -0.63
O 4.06 12.77 -19.35 -0.27
C 3.93 12.70 -20.77 -0.78
H 6.29 8.32 -16.14 0.27
H 5.97 8.46 -14.48 0.32
H 7.48 9.02 -15.16 0.27
H 5.42 11.01 -13.82 0.46
H 4.12 10.12 -14.16 0.42
H 5.01 12.61 -15.56 0.30
H 3.52 12.61 -14.64 0.45
H 4.15 11.14 -17.06 0.26
H 3.21 13.50 -16.98 0.36
H 1.65 12.76 -17.10 0.27
H 1.94 12.78 -19.18 0.47
H 2.54 11.26 -18.94 0.40
H 4.94 12.70 -21.18 0.27
H 3.41 13.55 -21.22 0.28
H 3.52 11.76 -21.15 0.32
C 16.25 25.76 -11.99 -0.87
O 15.80 25.28 -13.25 -0.30
C 14.95 26.17 -13.93 -0.79
C 14.29 25.24 -15.02 -0.45
N 13.31 24.36 -14.41 -0.26
C 12.93 23.12 -15.13 -1.00
C 12.20 23.42 -16.44 -0.35
O 11.00 24.17 -16.09 -0.33
C 10.23 24.48 -17.29 -0.79
H 16.81 25.16 -11.27 0.32
H 15.40 26.04 -11.37 0.33
H 16.86 26.67 -11.97 0.34
H 15.50 26.94 -14.46 0.43
H 14.19 26.61 -13.29 0.38
H 15.13 24.66 -15.40 0.31
H 13.94 25.86 -15.84 0.30
H 13.57 24.23 -13.44 0.24
H 12.27 22.54 -14.50 0.44
H 13.84 22.56 -15.37 0.41
H 12.00 22.39 -16.72 0.37
H 12.90 23.92 -17.11 0.37
H 10.38 25.49 -17.68 0.27
H 9.19 24.19 -17.15 0.28
H 10.53 23.84 -18.11 0.34
C 16.75 22.45 -33.49 -0.45
O 16.10 22.55 -34.77 -0.38
C 16.95 23.08 -35.78 -0.77
C 18.22 22.25 -36.17 -0.48
N 17.78 20.89 -36.59 -0.45
C 18.65 19.89 -35.97 -0.55
C 20.03 19.84 -36.60 -0.68
O 20.83 21.06 -36.40 -0.31
C 22.02 21.14 -37.21 -0.81
H 17.46 21.65 -33.70 0.08
H 16.02 22.04 -32.80 0.25
H 17.22 23.36 -33.13 0.28
H 17.32 24.03 -35.39 0.41
H 16.34 23.29 -36.67 0.37
H 18.98 22.24 -35.39 0.39
H 18.73 22.75 -36.99 0.37
H 16.83 20.75 -36.29 0.30
H 18.06 18.99 -36.05 0.43
H 18.57 20.16 -34.92 0.24
H 19.91 19.59 -37.65 0.40
H 20.58 18.96 -36.29 0.46
H 22.43 20.15 -37.38 0.30
H 22.87 21.69 -36.80 0.27
H 21.88 21.62 -38.18 0.31
C 1.76 24.25 -33.05 -0.78
O 3.10 23.67 -33.03 -0.27
C 3.59 23.29 -34.27 -0.45
C 4.77 22.37 -33.84 -0.61
N 5.51 21.96 -35.06 -0.36
C 6.96 21.71 -34.73 -0.61
C 7.34 20.53 -33.92 -0.42
O 7.26 19.33 -34.73 -0.39
C 8.46 19.11 -35.48 -0.74
H 1.54 24.91 -32.21 0.27
H 1.06 23.41 -33.11 0.29
H 1.59 24.98 -33.84 0.31
H 4.02 24.11 -34.84 0.31
H 2.86 22.70 -34.82 0.31
H 4.33 21.47 -33.41 0.25
H 5.44 22.84 -33.12 0.40
H 5.08 21.13 -35.43 0.28
H 7.35 22.58 -34.22 0.35
H 7.57 21.55 -35.62 0.32
H 6.70 20.42 -33.05 0.30
H 8.37 20.60 -33.58 0.36
H 9.01 20.00 -35.75 0.32
H 8.40 18.58 -36.43 0.27
H 9.01 18.52 -34.75 0.28
C 17.99 19.80 -21.83 -1.05
C 18.65 20.27 -23.19 -0.18
O 18.27 19.43 -24.22 -0.51
H 18.10 18.72 -21.72 0.29
H 16.92 20.00 -21.80 0.29
H 18.46 20.29 -20.98 0.33
H 19.73 20.09 -23.08 0.25
H 18.43 21.32 -23.34 0.28
H 18.61 19.76 -25.05 0.30
C 15.51 14.63 -30.70 -0.86
C 16.62 13.86 -31.42 -0.31
O 16.03 12.92 -32.32 -0.49
H 15.12 15.18 -31.55 0.23
H 15.87 15.29 -29.91 0.31
H 14.65 14.11 -30.27 0.27
H 17.24 13.39 -30.66 0.27
H 17.38 14.47 -31.92 0.27
H 16.06 12.11 -31.81 0.30
C 1.99 19.84 -28.31 -0.94
C 0.62 19.55 -29.01 -0.21
O 0.21 18.34 -28.45 -0.51
H 2.06 19.59 -27.25 0.30
H 2.16 20.91 -28.34 0.30
H 2.77 19.34 -28.87 0.26
H 0.62 19.38 -30.09 0.27
H -0.26 20.16 -28.81 0.25
H -0.38 17.97 -29.11 0.29
C 12.05 25.50 -24.98 -1.08
C 13.18 25.90 -24.05 -0.16
O 12.45 26.43 -23.05 -0.49
H 11.46 26.32 -25.39 0.29
H 11.35 24.82 -24.49 0.28
H 12.54 25.08 -25.86 0.34
H 13.86 26.62 -24.50 0.29
H 13.69 25.07 -23.56 0.24
H 13.06 26.95 -22.52 0.28
C 1.00 19.67 -20.89 -0.99
C 2.38 20.10 -20.66 -0.19
O 3.22 19.36 -21.50 -0.52
H 0.67 19.61 -21.93 0.28
H 0.25 20.27 -20.37 0.33
H 0.84 18.69 -20.45 0.29
H 2.59 19.93 -19.61 0.21
H 2.49 21.18 -20.80 0.30
H 3.32 18.44 -21.23 0.30
C 11.42 18.69 -25.95 -0.98
C 9.91 18.84 -25.90 -0.16
O 9.59 19.31 -24.62 -0.54
H 11.99 19.42 -25.39 0.30
H 11.69 18.91 -26.98 0.28
H 11.94 17.75 -25.78 0.30
H 9.28 17.96 -26.01 0.27
H 9.46 19.53 -26.62 0.24
H 8.66 19.14 -24.45 0.30
C 10.69 15.09 -19.59 -0.97
C 9.53 15.26 -18.64 -0.14
O 9.85 14.87 -17.26 -0.54
H 11.22 14.15 -19.54 0.31
H 11.46 15.77 -19.21 0.26
H 10.38 15.34 -20.60 0.29
H 8.64 14.71 -18.94 0.21
H 9.21 16.29 -18.52 0.27
H 9.62 15.58 -16.67 0.31
```

Values from the calculation:
E_HOMO: -0.3043 Ha
ΔE to the lowest compared entry with this formula, charge and spin: 7.998 eV
Kohn-Sham gap: 8.702 eV

# 6
The following is a DFT calculation (wB97M-V/def2-TZVPD) of a single CH4BF molecule.

```
7
Properties=species:S:1:pos:R:3:mulliken_charge:R:1
B 0.79 0.38 -0.33 0.01
C -0.46 -0.28 0.00 0.01
F -1.77 0.28 -0.13 -0.27
H 0.80 1.58 -0.10 -0.02
H -0.38 -0.11 1.17 0.16
H -0.59 -1.46 -0.42 0.17
H 1.60 -0.39 -0.20 -0.04
```

Values from the calculation:
E_HOMO: -0.4176 Ha
ΔE to the lowest compared entry with this formula, charge and spin: 1.055 eV
Kohn-Sham gap: 11.381 eV

# 7
The following is a DFT calculation (wB97M-V/def2-TZVPD) of a 2-piece molecular cluster, C3H8S2 overall.

```
13
Properties=species:S:1:pos:R:3:mulliken_charge:R:1
S -0.74 -2.42 -0.81 -0.19
S -1.23 -0.33 -1.16 -0.18
H -1.29 -2.23 0.36 0.17
H -1.72 -0.93 -2.33 0.19
C 2.29 2.23 0.51 -1.00
C 1.10 2.29 1.39 0.09
C 0.72 1.36 2.35 -0.84
H 2.41 1.27 0.05 0.29
H 2.25 2.91 -0.37 0.31
H 3.14 2.20 1.26 0.27
H 0.60 3.23 1.32 0.34
H -0.02 1.62 3.11 0.29
H 1.50 0.62 2.63 0.25
```

Values from the calculation:
E_HOMO: -0.3279 Ha
ΔE to the lowest compared entry with this formula, charge and spin: 2.251 eV
Kohn-Sham gap: 8.850 eV

# 8
The following is a DFT calculation (wB97M-V/def2-TZVPD) of an isolated ion of composition C3N2O2S and charge -2.

```
8
Properties=species:S:1:pos:R:3:mulliken_charge:R:1
C -0.64 1.30 -0.31 0.43
C 0.70 0.78 -0.06 0.13
C -0.17 -1.52 0.29 0.56
N -1.63 1.87 -0.42 -0.57
N 0.92 -0.52 0.16 -0.51
O 0.18 -2.57 0.89 -0.77
O -1.30 -1.23 -0.07 -0.68
S 1.93 1.89 -0.50 -0.59
```

Values from the calculation:
E_HOMO: -0.0035 Ha
Total charge: -2
ΔE to the lowest compared entry with this formula, charge and spin: 1.172 eV
Kohn-Sham gap: 6.063 eV

# 9
The following is a DFT calculation (wB97M-V/def2-TZVPD) of a single C5H10N2O molecule.

```
18
Properties=species:S:1:pos:R:3:mulliken_charge:R:1
C -0.28 -0.07 -2.41 -1.16
C -0.68 -0.11 -0.97 1.04
C 1.68 -0.80 1.29 -0.22
C -1.21 -1.21 -0.41 -1.11
N 1.65 0.32 0.66 -0.47
H 0.14 -1.03 -2.74 0.36
H -1.15 0.16 -3.04 0.30
H 0.48 0.70 -2.58 0.32
H 2.59 -1.42 1.23 0.28
H 0.86 -1.21 1.89 0.26
H -1.54 -1.22 0.62 0.27
H -1.34 -2.12 -0.98 0.28
N -0.26 1.01 2.04 -0.64
C 0.43 1.12 0.76 0.05
O -0.55 1.08 -0.30 -0.42
H -1.20 0.69 1.80 0.26
H -0.40 1.96 2.38 0.29
H 0.79 2.15 0.73 0.32
```

Values from the calculation:
E_HOMO: -0.3400 Ha
ΔE to the lowest compared entry with this formula, charge and spin: 2.486 eV
Kohn-Sham gap: 10.232 eV

no.,total energy (hartree)
1,-1629.751879
2,-4494.881067
3,-3678.763507
4,-1843.811024
5,-3298.841690
6,-165.120587
7,-915.394238
8,-772.499299
9,-381.194085